Computed, not measured: a 3-piece molecular cluster, C7H16O overall at a distorted geometry, with wB97M-V/def2-TZVPD.

Results
Frontier orbital gap (spin up / spin down)   7.1 / 7.3 eV
LUMO level (spin up / spin down)   0.0349 / 0.0343 hartree
Max |F|   2.06 eV Å⁻¹

Geometry (Å):
C -2.11607 -0.29254 -0.41984
C 0.43217 -0.58180 -0.24243
C -0.12375 0.37563 0.54716
C 2.35453 0.66880 0.46991
C -3.06631 -0.09649 0.72420
C 0.64439 -1.99743 0.17739
C 2.74802 1.36178 -0.80201
O -2.26247 0.59929 -1.48489
H -2.37929 1.49045 -1.13443
H -2.09725 -1.29742 -0.83256
H 0.50313 -0.37395 -1.30548
H -0.23541 1.38707 0.17763
H -0.25272 0.19869 1.60735
H 2.21088 1.32605 1.32478
H 2.93863 -0.20458 0.74622
H -2.92383 0.88220 1.19811
H -4.11845 -0.14749 0.40488
H -2.90141 -0.85898 1.48731
H 1.65232 -2.31927 -0.09237
H 0.51389 -2.12517 1.25219
H -0.05808 -2.65561 -0.34000
H 3.63402 2.00466 -0.69432
H 1.94356 2.01389 -1.17060
H 2.95951 0.64223 -1.59818

Forces on atoms 1 to 6 (eV/Å):
-0.7 0.7 0.4
1.3 0.6 0.5
-1.7 -0.9 -0.8
1.0 -0.3 -0.3
-0.2 0.1 -0.1
0.1 0.1 0.0

Here are the Mulliken charges for atoms 1 to 2, given in e: C -0.096; C 0.522

Computed, not measured: a 2-piece molecular cluster, C5H12OSi overall at a distorted geometry, with wB97M-V/def2-TZVPD.

Results
Frontier orbital gap   10.5 eV
LUMO level   0.0267 hartree
Max |F|   4.49 eV Å⁻¹

Geometry (Å):
C -1.58977 -0.18125 1.87059
C -1.19025 1.06979 1.28253
C 1.19654 -0.26476 -2.55548
C 1.49227 -0.44268 0.52320
C -0.90647 1.28929 -0.00187
O -0.22205 -2.46623 -0.97853
Si 0.67988 -1.21496 -0.96431
H -1.05525 -0.26055 2.74101
H -2.62263 -0.07161 1.98549
H -1.11715 1.84480 2.07260
H 0.51963 0.54949 -2.56030
H 2.24087 0.20102 -2.59414
H 1.07846 -0.77371 -3.44281
H 2.47060 -0.96470 0.83885
H 1.48607 0.58412 0.40697
H 0.86118 -0.66774 1.36150
H -0.67431 2.23901 -0.32495
H -1.17335 0.56811 -0.75289
H -1.47429 -1.03745 1.09254

Forces on atoms 1 to 6 (eV/Å):
-0.3 -2.0 -4.0
0.9 1.8 -0.6
1.9 0.6 2.4
1.0 -3.4 0.7
-1.4 -0.8 1.5
0.5 1.0 0.1

Here are the Mulliken charges for atoms 1 to 2, given in e: C -1.165; C 0.062

Computed, not measured: C6H14NO4S2 as an isolated structure, with wB97M-V/def2-TZVPD.

Results
Frontier orbital gap   8.7 eV
LUMO level   0.1217 hartree
Total charge   -1
Max |F|   0.73 eV Å⁻¹

Geometry (Å):
C 0.71252 0.41409 2.12670
C -0.62956 0.56396 1.39789
C -1.60659 -0.60569 1.60603
C -1.47098 -1.82385 0.66274
C -0.22119 -1.86408 -0.22068
C -0.34433 -0.97687 -1.46495
S 1.14385 -0.02600 -1.81359
O 1.98797 -0.06810 -0.63669
O 1.72031 -0.57994 -3.01792
N 0.43821 1.40467 -2.01904
S 1.32887 2.70951 -1.81525
O 2.59598 2.70145 -2.50419
O 1.32522 3.21967 -0.46385
H 0.54365 0.01476 3.12932
H 1.42101 -0.19540 1.56773
H 1.16606 1.40157 2.23114
H -0.44973 0.78121 0.34364
H -1.11321 1.45848 1.80504
H -1.49543 -0.94688 2.63687
H -2.61960 -0.21192 1.49596
H -1.45755 -2.73084 1.27579
H -2.35047 -1.91513 0.02075
H -0.07197 -2.89945 -0.54244
H 0.66316 -1.59671 0.35351
H -0.61380 -1.54501 -2.35232
H -1.12376 -0.23321 -1.30409
H 0.52136 3.54973 -2.49807

Forces on atoms 1 to 6 (eV/Å):
-0.2 0.3 -0.1
0.1 0.1 0.3
0.1 0.2 -0.5
0.3 -0.3 0.2
-0.1 -0.4 -0.2
-0.3 0.0 0.5

Here are the Mulliken charges for atoms 1 to 2, given in e: C -1.259; C 0.162

Computed, not measured: a 2-piece molecular cluster, C8H10 overall at a distorted geometry, with wB97M-V/def2-TZVPD.

Results
Frontier orbital gap   9.8 eV
LUMO level   0.0379 hartree
Max |F|   4.31 eV Å⁻¹

Geometry (Å):
C 0.73747 1.40178 -0.44408
C -0.19668 0.37482 -0.87397
C 0.12035 -0.98269 -0.59760
C 1.23073 -1.34294 0.17291
C 2.16576 -0.38276 0.54123
C 1.86574 0.93580 0.23748
C -2.80746 0.36417 0.92250
C -2.41530 -0.40755 -0.11527
H 0.56455 2.44721 -0.51615
H -1.11294 0.71375 -1.32878
H -0.50325 -1.71762 -0.95001
H 1.30490 -2.36021 0.53117
H 2.99842 -0.57978 1.28651
H 2.63561 1.66326 0.53838
H -1.94347 0.69002 1.60136
H -3.66516 0.93979 0.96306
H -1.45671 -0.86684 -0.19898
H -3.02565 -0.69341 -0.98579

Forces on atoms 1 to 6 (eV/Å):
-0.8 -3.7 0.1
3.6 1.8 0.4
3.1 2.6 0.1
-0.2 0.1 -0.3
-0.2 0.0 1.4
1.3 1.4 -0.1

Here are the Mulliken charges for atoms 1 to 2, given in e: C -0.624; C -0.233

It is found that the ΔE to the lowest compared entry with this formula, charge and spin values, taken in the order of the records, are 135.1 41.3 15.5 79.2 kcal/mol.
It is found that the molar mass values, taken in the order of the records, are 116.2 116.2 228.3 106.2 g mol⁻¹.
It is found that the DFT total energy values, taken in the order of the records, are -9560.4121 -15303.5130 -37800.3402 -8454.8356 eV.